Entry from OMol25: C3H9N3 as an isolated structure at a distorted geometry (ωB97M-V/def2-TZVPD).

Structure (XYZ):
```
15
Properties=species:S:1:pos:R:3:forces:R:3:nbo_charge:R:1
C -0.06428 -1.11130 0.26143 -1.0 0.1 0.0 -0.35
C 1.90755 0.18162 -0.36010 0.1 0.2 -0.2 -0.44
N 0.87342 -0.10022 0.61094 -1.1 1.9 -0.2 -0.17
N -0.44727 1.11551 0.32882 1.5 -1.3 0.3 -0.57
C -1.41259 -0.18556 0.47430 -0.1 -0.9 -0.3 0.17
N -2.48935 -0.22071 -0.29886 0.3 0.4 0.0 -0.88
H -0.43517 1.44780 -0.63723 0.0 -0.1 0.1 0.38
H -0.59089 1.89476 0.97247 0.2 -0.1 0.0 0.40
H -2.23168 -0.11598 -1.28295 0.0 -0.2 0.1 0.30
H -0.02252 -1.45352 -0.77912 0.1 0.0 0.1 0.17
H -0.05146 -1.94318 0.96480 0.0 0.0 -0.1 0.22
H -1.64090 -0.21881 1.54205 0.1 0.1 0.0 0.17
H 2.66783 -0.59953 -0.25352 -0.1 0.0 0.0 0.23
H 1.56010 0.16806 -1.40411 0.0 0.0 0.1 0.18
H 2.37720 1.14108 -0.13892 0.0 -0.1 0.0 0.21
```
Positions in Å, forces in eV/Å.

The HOMO-LUMO gap (spin up / spin down) is 7.5 / 7.5 eV. The charge is 0. As for the HOMO energy (spin up / spin down): -7.34 / -7.34 eV. The energy above the lowest of the compared OMol25 structures with the same formula, charge and spin comes out at 489.2 kJ/mol. The calculation puts the energy at -7722.50420 eV.

Entry from OMol25: the molecule C3H9N3 at a distorted geometry (ωB97M-V/def2-TZVPD).

Structure (XYZ):
```
15
Properties=species:S:1:pos:R:3:forces:R:3:nbo_charge:R:1
H 0.88782 -0.09732 -2.93716 0.2 0.1 -0.3 0.34
N 0.83049 -0.59499 -2.05925 -0.9 1.4 1.3 -0.71
C 0.33239 0.21946 -1.17294 -0.3 -1.1 -0.7 0.26
N -0.05462 -0.25590 0.07803 0.2 0.1 -1.4 -0.30
C 0.23048 -1.63758 0.42771 0.1 0.1 0.6 -0.41
N 0.01169 0.62561 1.13523 -0.2 0.6 1.2 -0.46
C -1.18142 1.43436 1.32437 -0.4 0.0 -0.5 -0.41
H 0.04379 1.30079 -1.35236 0.5 -1.1 0.3 0.16
H 1.32212 -1.76693 0.53997 -0.4 -0.2 0.1 0.19
H -0.29201 -1.85033 1.39157 0.5 0.1 -0.8 0.21
H -0.12007 -2.29438 -0.36653 0.0 0.0 0.1 0.22
H 0.80041 1.24704 1.07824 0.5 -0.1 -0.1 0.34
H -1.39270 2.02742 0.41548 -0.2 0.0 0.3 0.16
H -2.05758 0.78843 1.51874 0.5 0.3 0.1 0.20
H -0.99342 2.12473 2.15912 -0.2 -0.3 -0.2 0.20
```
Positions in Å, forces in eV/Å.

The HOMO-LUMO gap is 9.7 eV. The charge is 0. As for the HOMO energy: -8.75 eV. The energy above the lowest of the compared OMol25 structures with the same formula, charge and spin comes out at 179.6 kJ/mol. The SMILES is [H]/N=C/N(C)NC. The calculation puts the energy at -7725.71281 eV.

Entry from OMol25: a 2-piece molecular cluster, C3H9N3 overall at a distorted geometry (ωB97M-V/def2-TZVPD).

Structure (XYZ):
```
15
Properties=species:S:1:pos:R:3:forces:R:3:nbo_charge:R:1
H 2.09566 1.44389 0.14396 0.6 0.6 0.1 0.33
N 1.58919 2.31052 -0.05507 -0.9 -0.9 -0.1 -0.69
C 0.76675 1.95452 -0.97013 0.1 -0.1 0.3 0.27
N -0.34344 2.65681 -1.31808 0.0 0.3 0.1 -0.83
H 0.84825 1.00625 -1.50488 0.2 0.0 -0.2 0.13
H -0.78177 2.53003 -2.20834 -0.2 -0.2 0.1 0.39
H -0.80859 3.19242 -0.60722 0.1 0.3 -0.2 0.40
C -1.38996 -2.11539 1.67733 -0.6 2.0 -0.7 -0.08
N -0.18083 -1.80341 1.53127 0.3 0.5 0.5 -0.37
C 0.39053 -1.77322 0.20050 0.5 -1.6 1.1 -0.44
H -1.89252 -1.81224 2.60286 0.2 -1.0 0.1 0.18
H -2.03651 -2.19810 0.78600 0.0 -0.6 0.2 0.13
H 0.85082 -0.82832 -0.02188 -0.1 0.6 0.1 0.20
H -0.33842 -2.07875 -0.53548 -0.1 -0.1 -0.6 0.17
H 1.23084 -2.48503 0.27915 -0.3 0.1 -0.6 0.21
```
Positions in Å, forces in eV/Å.

The HOMO-LUMO gap is 10.2 eV. The charge is 0. As for the HOMO energy: -9.31 eV. The energy above the lowest of the compared OMol25 structures with the same formula, charge and spin comes out at 194.2 kJ/mol. The SMILES is [H]/N=C/N.C=NC. The calculation puts the energy at -7725.56162 eV.

Entry from OMol25: the molecule C3H9N3 at a distorted geometry (ωB97M-V/def2-TZVPD).

Structure (XYZ):
```
15
Properties=species:S:1:pos:R:3:forces:R:3:nbo_charge:R:1
C 0.12182 -0.34473 -0.63712 1.7 -0.2 1.8 0.02
C -1.36676 -0.31914 -0.93290 0.2 0.7 0.1 -0.65
C 0.46961 -1.29456 0.48237 -0.2 -0.7 -0.2 -0.65
N 0.68732 1.45921 1.29062 0.1 -0.6 0.2 -0.72
N 0.21417 1.84563 -0.93412 1.3 2.3 0.1 -0.28
N 0.76636 1.14169 -0.12041 -3.6 -1.6 -2.1 0.00
H 0.71344 -0.50696 -1.53558 0.0 0.1 0.1 0.21
H 1.54727 1.19244 1.75952 0.0 0.3 0.0 0.36
H 0.43054 2.44085 1.37493 0.3 -0.1 -0.2 0.38
H -1.58737 0.31750 -1.79071 0.0 0.0 0.1 0.24
H 0.08059 -2.28223 0.21743 0.1 -0.1 0.1 0.21
H 1.54572 -1.36675 0.63264 0.0 0.0 0.0 0.21
H -1.92037 0.03800 -0.06412 -0.1 0.0 0.0 0.22
H -1.69947 -1.33326 -1.15903 0.1 -0.1 0.1 0.22
H -0.00286 -0.98770 1.41647 0.0 0.0 -0.1 0.23
```
Positions in Å, forces in eV/Å.

The HOMO-LUMO gap is 8.3 eV. The charge is 0. As for the HOMO energy: -7.46 eV. The energy above the lowest of the compared OMol25 structures with the same formula, charge and spin comes out at 424.6 kJ/mol. The calculation puts the energy at -7723.17286 eV.

Entry from OMol25: a 2-piece molecular cluster, C3H9N3 overall at a distorted geometry (ωB97M-V/def2-TZVPD).

Structure (XYZ):
```
15
Properties=species:S:1:pos:R:3:forces:R:3:nbo_charge:R:1
C 0.94710 1.58300 2.92833 -0.7 0.2 0.0 -0.14
C -0.23585 1.18641 2.28657 0.3 0.3 -0.1 0.12
N -1.38598 1.79056 2.44341 0.0 0.5 -0.9 -0.56
H 1.79901 0.92400 2.94773 0.2 0.1 -0.1 0.25
H 0.94022 2.55954 3.39697 0.4 -0.1 0.3 0.22
H -0.20789 0.39832 1.55146 -0.2 -0.5 0.2 0.24
H -1.50175 2.71695 2.84686 0.3 -0.3 0.5 0.44
H -2.14932 1.53970 1.82872 -0.2 -0.3 0.1 0.44
N -0.26393 -1.29655 -1.52869 -0.3 -0.1 -0.2 -0.82
C 0.61949 -1.51784 -2.55594 1.3 -0.6 0.0 0.27
N 0.39716 -1.93807 -3.72711 -0.5 0.7 0.1 -0.68
H -1.25248 -1.18481 -1.68623 0.1 -0.1 -0.3 0.40
H 0.13835 -0.76499 -0.78772 -0.1 0.1 0.3 0.36
H 1.65514 -1.43208 -2.18220 -0.2 0.4 -0.1 0.13
H 1.28378 -1.93077 -4.22849 -0.2 -0.4 0.0 0.35
```
Positions in Å, forces in eV/Å.

The HOMO-LUMO gap (spin up / spin down) is 7.3 / 3.9 eV. Its expectation value of S² is 0.762. The charge is +1. As for the HOMO energy (spin up / spin down): -11.89 / -11.89 eV. The energy above the lowest of the compared OMol25 structures with the same formula, charge and spin comes out at 108.2 kJ/mol. As for the spin multiplicity: 2. The calculation puts the energy at -7717.93739 eV.

Entry from OMol25: a 2-piece molecular cluster, C3H9N3 overall at a distorted geometry (ωB97M-V/def2-TZVPD).

Structure (XYZ):
```
15
Properties=species:S:1:pos:R:3:forces:R:3:nbo_charge:R:1
C 2.14196 1.49705 1.48179 0.2 -0.6 2.1 -0.50
C 0.03136 1.93874 0.38746 -0.9 1.4 3.1 0.07
N 0.70872 1.78823 1.45398 1.5 -0.9 -3.7 0.01
H 2.77358 1.82458 0.66810 -0.6 0.6 -0.4 0.26
H 2.29846 0.41675 1.61191 -0.4 0.0 0.1 0.29
H 2.44830 1.91630 2.44231 0.5 0.0 -0.1 0.28
H -0.61774 2.80689 0.61782 -0.5 -0.2 -1.1 0.28
H -0.03226 1.32670 -0.50833 0.3 -0.2 -0.1 0.28
N -1.42177 -1.94536 -0.22788 -0.2 0.5 0.7 -0.83
C -1.03484 -1.88227 -1.58663 -1.1 1.8 1.0 0.32
N -1.74501 -2.33972 -2.51757 2.3 -1.2 -1.0 -0.68
H -0.95836 -1.29476 0.40196 0.8 -0.5 -0.3 0.34
H -2.37314 -1.59279 -0.13863 -0.3 -1.0 -0.3 0.39
H -0.20845 -1.14298 -1.72042 -0.3 -0.3 -0.5 0.10
H -2.01081 -3.31736 -2.36587 -1.3 0.7 0.4 0.38
```
Positions in Å, forces in eV/Å.

The HOMO-LUMO gap (spin up / spin down) is 5.4 / 3.0 eV. Its expectation value of S² is 0.756. The charge is +1. As for the HOMO energy (spin up / spin down): -12.00 / -11.93 eV. The energy above the lowest of the compared OMol25 structures with the same formula, charge and spin comes out at 405.5 kJ/mol. As for the spin multiplicity: 2. The calculation puts the energy at -7714.85575 eV.

Entry from OMol25: the molecule C3H9N3O at a distorted geometry (ωB97M-V/def2-TZVPD).

Structure (XYZ):
```
16
Properties=species:S:1:pos:R:3:forces:R:3:nbo_charge:R:1
C -0.78437 -1.40254 -1.23640 0.2 0.2 0.0 -0.51
C -0.68208 -0.50901 -0.26515 -0.6 -0.6 -0.2 0.30
N -1.51117 -0.36249 0.82408 -0.2 -0.1 0.3 -0.84
N 0.43090 0.47069 -0.32664 -0.2 0.6 1.1 0.19
C 1.50898 -0.03691 0.57136 0.5 -0.3 0.1 -0.41
N -0.05384 1.69001 0.33426 -0.4 0.5 0.7 -0.70
O 0.86313 0.69496 -1.51708 0.8 0.1 -1.6 -0.68
H -0.10674 -1.34740 -2.06506 0.1 0.1 -0.2 0.25
H -1.54953 -2.15516 -1.23344 -0.2 -0.1 0.1 0.20
H -2.08357 -1.16028 1.05436 0.2 0.1 0.0 0.39
H -1.16574 0.18667 1.59388 -0.1 0.0 0.0 0.41
H 1.85235 -0.97431 0.14394 0.0 0.0 0.0 0.23
H 2.31665 0.68725 0.55259 0.0 0.1 -0.1 0.22
H 1.14379 -0.17924 1.58162 -0.1 0.0 0.1 0.20
H 0.67561 2.38825 0.19678 0.1 -0.4 -0.2 0.37
H -0.85435 2.00955 -0.20912 0.2 -0.2 -0.1 0.37
```
Positions in Å, forces in eV/Å.

The HOMO-LUMO gap is 9.4 eV. The charge is 0. As for the HOMO energy: -8.49 eV. The energy above the lowest of the compared OMol25 structures with the same formula, charge and spin comes out at 427.9 kJ/mol. The SMILES is C=C(N)[N@+](C)(N)[O-]. The calculation puts the energy at -9771.10479 eV.

Entry from OMol25: C3H9N3O as an isolated structure at a distorted geometry (ωB97M-V/def2-TZVPD).

Structure (XYZ):
```
16
Properties=species:S:1:pos:R:3:forces:R:3:nbo_charge:R:1
C -1.25594 -0.29578 -1.33268 -0.2 0.1 0.4 -0.62
N 1.66559 -0.33802 0.08667 0.5 -1.5 1.8 -0.27
C 0.45063 -0.10904 0.53842 0.9 -1.5 0.0 0.37
C -0.21943 0.52917 -0.59877 2.2 -0.5 -1.9 -0.12
N -0.08251 -0.51908 1.71568 0.4 0.2 0.0 -0.80
N -0.61248 1.90054 -0.44253 -0.1 0.2 -0.1 -0.83
O 2.38480 -1.37083 0.84440 -0.5 0.9 0.3 -0.63
H 3.30254 -1.08760 0.75596 -0.1 0.0 -0.1 0.47
H 0.98519 0.15408 -1.16295 -3.1 2.3 -0.4 0.28
H -1.05516 -0.77539 1.73717 0.0 0.1 0.0 0.40
H 0.53900 -1.02473 2.32940 -0.1 -0.1 0.0 0.41
H 0.04095 2.42068 0.12863 -0.1 0.0 0.0 0.37
H -1.54607 2.00073 -0.05496 0.1 0.0 0.0 0.35
H -1.47241 0.15802 -2.29983 0.1 0.0 0.0 0.23
H -0.92643 -1.32464 -1.47395 0.0 0.0 0.0 0.22
H -2.19827 -0.31811 -0.77064 -0.1 -0.1 0.0 0.18
```
Positions in Å, forces in eV/Å.

The HOMO-LUMO gap is 9.1 eV. The charge is 0. As for the HOMO energy: -8.27 eV. The energy above the lowest of the compared OMol25 structures with the same formula, charge and spin comes out at 389.0 kJ/mol. The calculation puts the energy at -9771.50757 eV.

> Look up the charge of the fourth one.

0

What did the fourth record say?
Entry from OMol25: the molecule C3H9N3 at a distorted geometry (ωB97M-V/def2-TZVPD).

Structure (XYZ):
```
15
Properties=species:S:1:pos:R:3:forces:R:3:nbo_charge:R:1
C 0.12182 -0.34473 -0.63712 1.7 -0.2 1.8 0.02
C -1.36676 -0.31914 -0.93290 0.2 0.7 0.1 -0.65
C 0.46961 -1.29456 0.48237 -0.2 -0.7 -0.2 -0.65
N 0.68732 1.45921 1.29062 0.1 -0.6 0.2 -0.72
N 0.21417 1.84563 -0.93412 1.3 2.3 0.1 -0.28
N 0.76636 1.14169 -0.12041 -3.6 -1.6 -2.1 0.00
H 0.71344 -0.50696 -1.53558 0.0 0.1 0.1 0.21
H 1.54727 1.19244 1.75952 0.0 0.3 0.0 0.36
H 0.43054 2.44085 1.37493 0.3 -0.1 -0.2 0.38
H -1.58737 0.31750 -1.79071 0.0 0.0 0.1 0.24
H 0.08059 -2.28223 0.21743 0.1 -0.1 0.1 0.21
H 1.54572 -1.36675 0.63264 0.0 0.0 0.0 0.21
H -1.92037 0.03800 -0.06412 -0.1 0.0 0.0 0.22
H -1.69947 -1.33326 -1.15903 0.1 -0.1 0.1 0.22
H -0.00286 -0.98770 1.41647 0.0 0.0 -0.1 0.23
```
Positions in Å, forces in eV/Å.

The HOMO-LUMO gap is 8.3 eV. The charge is 0. As for the HOMO energy: -7.46 eV. The energy above the lowest of the compared OMol25 structures with the same formula, charge and spin comes out at 424.6 kJ/mol. The calculation puts the energy at -7723.17286 eV.